Computed, not measured: C20H21O3Ti as an isolated structure at a distorted geometry, with ωB97M-V/def2-TZVPD.

```
! wB97M-V def2-TZVPD RIJCOSX def2/J DEFGRID3
* xyz 0 2
C 3.54802 0.69678 2.14009
C 3.56526 1.43989 0.91486
C 2.21678 1.81518 0.60616
H 4.43989 1.73079 0.33075
C 1.35333 1.33445 1.64535
C 2.17145 0.64928 2.60578
H 1.83103 0.25560 3.56299
H 4.42287 0.31454 2.65950
H 1.92524 2.47857 -0.20347
H 0.28953 1.54612 1.72393
C 2.11510 -2.76641 0.03954
C 3.35421 -2.65813 0.74709
C 3.05636 -2.22232 2.07978
H 4.32942 -2.92797 0.34470
C 1.61724 -2.08081 2.19608
C 1.03667 -2.42424 0.92770
H -0.02545 -2.49463 0.69822
H 2.01153 -3.10154 -0.98784
H 3.77272 -2.12725 2.88961
H 1.05517 -1.85824 3.09965
Ti 2.33460 -0.53453 0.69374
O -1.34919 0.32182 0.21304
C -1.39493 0.90948 -1.10512
C -2.45312 1.27198 -0.07768
H -0.60757 1.64586 -1.29492
H -1.70384 0.24284 -1.92139
H -2.35363 2.25588 0.40132
H -4.78840 2.46756 0.65199
C -4.94858 1.49470 0.18511
C -3.81341 0.72487 -0.18028
C -4.02374 -0.54179 -0.76409
H -3.15962 -1.15290 -1.02904
C -5.32125 -1.00073 -1.00333
H -5.45396 -1.97855 -1.46547
C -6.43047 -0.21477 -0.66933
H -7.43514 -0.57356 -0.88994
C -6.24154 1.03464 -0.06501
H -7.10382 1.65399 0.19550
C 2.89783 1.09400 -3.33933
O 2.73143 0.97269 -1.90926
C 2.12891 -0.13619 -1.46018
O 1.56267 -0.95700 -2.18317
H 2.04820 1.64274 -3.74863
H 2.97282 0.10435 -3.78465
H 3.81938 1.65296 -3.47033
*
```

Properties
- relative energy (zero: lowest compared OMol25 entry of this formula, charge and spin) (kJ/mol) = 0.0
- lowest unoccupied orbital energy (alpha / beta) (eV) = 0.2742 / 0.4015
- HOMO-LUMO gap (alpha / beta) (eV) = 7.5 / 8.1
- HOMO level (alpha / beta) (hartree) = -0.2666 / -0.2833



Computed, not measured: C20H21O3W as an isolated structure at a distorted geometry, with ωB97M-V/def2-TZVPD.

```
! wB97M-V def2-TZVPD RIJCOSX def2/J DEFGRID3
* xyz 1 3
C -1.78612 1.24227 0.81589
C -0.74603 1.76133 1.68873
C 0.16491 2.49423 0.86029
H -0.76312 1.72010 2.78565
C -0.28036 2.41830 -0.49223
C -1.45415 1.62737 -0.52523
H -2.04618 1.38493 -1.41925
H -2.70688 0.76942 1.14611
H 1.00803 3.10073 1.22926
H 0.16237 2.90958 -1.33817
C 1.07691 -2.11074 0.99739
C 0.19453 -1.64025 2.01696
C -1.12396 -1.54109 1.44325
H 0.42219 -1.51327 3.07440
C -1.01839 -1.90106 0.04727
C 0.32526 -2.26904 -0.22689
H 0.69582 -2.69191 -1.13742
H 2.11667 -2.39307 1.13856
H -2.04275 -1.34624 2.00546
H -1.86524 -1.95776 -0.65534
W 0.25399 0.11573 0.60003
O 1.08505 0.07619 -1.78003
C 2.31310 0.80688 -1.66576
C 2.30105 1.21611 -3.09866
H 2.33325 1.68231 -0.98431
H 3.21891 0.15432 -1.50577
H 1.63236 2.07136 -3.36295
H 2.36348 1.98753 -5.61467
C 2.83253 0.99725 -5.44649
C 2.75401 0.43472 -4.14304
C 3.24380 -0.91003 -3.93957
H 3.03040 -1.38058 -2.98694
C 3.86415 -1.55395 -4.99425
H 4.23600 -2.57097 -4.82486
C 3.98141 -0.95430 -6.25508
H 4.46753 -1.48242 -7.07365
C 3.44617 0.33626 -6.46763
H 3.51651 0.79369 -7.46126
C 1.66766 1.20439 3.97119
O 2.24286 1.47646 2.65520
C 2.22130 0.50101 1.72106
O 3.18614 -0.17264 1.39612
H 2.49382 0.88709 4.62424
H 0.89459 0.41632 3.93169
H 1.20152 2.13235 4.31721
*
```

Properties
- lowest unoccupied orbital energy (alpha / beta) (eV) = -4.3172 / -4.2428
- HOMO-LUMO gap (alpha / beta) (eV) = 5.3 / 7.7
- HOMO level (alpha / beta) (hartree) = -0.3539 / -0.4376



Computed, not measured: C20H22AsMgNO4S4 as an isolated structure, with ωB97M-V/def2-TZVPD.

```
! wB97M-V def2-TZVPD RIJCOSX def2/J DEFGRID3
* xyz -2 1
Mg -0.98643 -1.45047 1.94763
S -3.60169 -0.12370 5.40230
As -2.82481 0.48807 3.52303
S -3.32543 -1.04370 1.94008
S -0.59821 0.36677 3.48587
S -3.46946 2.43275 2.88554
O 0.40795 -1.07346 0.50769
C 1.48208 -1.99595 0.37082
C 0.98280 -3.32105 1.06383
O 1.71134 -4.30204 0.98527
O -0.13645 -3.22693 1.65694
C 1.79248 -2.28594 -1.08788
C 1.01173 -1.76914 -2.11367
C 1.31004 -2.06535 -3.44051
C 2.38144 -2.88277 -3.75619
C 3.16111 -3.40806 -2.73097
C 2.87014 -3.11256 -1.41090
C 2.66850 -1.42304 1.13678
C 3.68969 -0.73121 0.49639
C 4.70256 -0.12570 1.22896
C 4.70058 -0.20125 2.61307
C 3.67659 -0.88042 3.26015
C 2.67129 -1.48842 2.52700
H 0.45958 -0.23962 0.00009
H 0.16834 -1.12988 -1.89174
H 0.69131 -1.64874 -4.22629
H 2.61080 -3.11184 -4.79035
H 3.99779 -4.05724 -2.96173
H 3.46120 -3.53632 -0.61147
H 3.69388 -0.65621 -0.58399
H 5.48890 0.41260 0.71289
H 5.48405 0.27866 3.18724
H 3.64569 -0.92510 4.34103
H 1.87085 -1.99970 3.04923
O -0.40109 0.99060 -0.95890
C -1.41324 1.69525 -0.86720
C -2.73360 1.14164 -1.37079
C -4.00077 1.65897 -0.70068
C -4.47000 3.01061 -1.22534
C -3.32153 4.01295 -1.35320
C -2.35682 3.94137 -0.17603
N -1.31879 2.93278 -0.35870
H -2.64016 0.07007 -1.18991
H -2.75181 1.28071 -2.45952
H -3.82708 1.70994 0.37961
H -4.78939 0.91472 -0.82940
H -5.22114 3.40427 -0.53517
H -4.95986 2.89925 -2.20019
H -3.71691 5.02917 -1.42914
H -2.76181 3.83005 -2.27729
H -2.88549 3.74453 0.76422
H -1.82918 4.89042 -0.06478
H -0.45159 3.07962 0.13628
*
```

Properties
- relative energy (zero: lowest compared OMol25 entry of this formula, charge and spin) (kJ/mol) = 54.5
- lowest unoccupied orbital energy (eV) = 4.3334
- HOMO-LUMO gap (eV) = 5.5
- HOMO level (hartree) = -0.0424



Computed, not measured: a 3-piece molecular cluster, C20H22Br2F20O5S overall at a distorted geometry, with ωB97M-V/def2-TZVPD.

```
! wB97M-V def2-TZVPD RIJCOSX def2/J DEFGRID3
* xyz 0 1
O 1.51169 -2.57376 -0.46605
S 0.98498 -1.58504 -1.34667
O 1.66114 -1.37862 -2.57830
O -0.51902 -1.89345 -1.68069
C -1.26421 -2.25630 -0.48381
C -1.18584 -1.20080 0.62800
C -2.57470 -1.05371 1.30598
C -3.19736 0.33643 1.34656
C -3.96177 0.67636 0.07429
F -3.33125 0.25755 -1.04998
Br -5.67490 -0.31246 0.16679
C -4.22532 2.19536 -0.01057
F -3.06295 2.79275 -0.37122
F -4.59696 2.64199 1.20900
Br -5.57304 2.75732 -1.32262
C -0.56114 0.10449 0.16506
C 0.82557 -0.02940 -0.49718
C 1.98278 0.16061 0.46659
C 2.43757 1.59549 0.50901
F 3.61529 1.66119 1.25355
H -2.27461 -2.46574 -0.80681
H -0.84644 -3.18720 -0.11999
H -0.52046 -1.61368 1.37797
H -2.48653 -1.38443 2.33387
H -3.30765 -1.71511 0.86182
H -2.49687 1.12400 1.60580
H -3.93784 0.34477 2.13328
H -1.21430 0.69255 -0.46448
H -0.40027 0.69831 1.06148
H 0.89634 0.71916 -1.27798
H 2.83681 -0.40192 0.09716
H 1.78003 -0.23306 1.45709
H 1.70202 2.25936 0.95785
H 2.69103 1.91342 -0.49746
F -3.37604 -4.50518 -6.70640
C -2.33522 -3.70858 -7.01579
F -1.89361 -4.05768 -8.24684
C -1.17562 -3.85625 -6.02383
F -0.63121 -5.08798 -6.12564
F -0.23744 -2.96377 -6.44924
C -1.43138 -3.51973 -4.54389
O -1.70386 -4.57220 -3.62290
C -2.95679 -5.08872 -3.41072
F -3.92334 -4.34966 -3.99052
F -3.17384 -5.04192 -2.07164
C -3.05987 -6.57241 -3.79253
F -2.71159 -6.77834 -5.07356
F -4.34450 -6.97041 -3.62829
H -2.67418 -2.66927 -7.05023
H -0.48259 -3.12313 -4.18643
H -2.15171 -2.70839 -4.43665
H -2.41078 -7.16659 -3.14562
F 6.21931 4.73326 4.88456
C 6.11316 4.64589 3.54561
F 6.90510 5.59857 3.00025
C 4.67725 4.87642 3.05987
F 4.30557 6.15462 3.29010
F 4.73530 4.71381 1.70707
C 3.57505 3.91844 3.54711
O 2.73566 4.31077 4.62989
C 3.06199 4.11762 5.95170
F 4.14053 3.32418 6.10113
F 2.01422 3.47568 6.52037
C 3.20459 5.43648 6.72618
F 4.11499 6.24772 6.16146
F 3.60765 5.15240 7.98724
H 6.47045 3.66575 3.21741
H 2.88297 3.86451 2.71008
H 3.95636 2.90701 3.68269
H 2.24159 5.95062 6.76067
*
```

Properties
- lowest unoccupied orbital energy (eV) = -0.0752
- HOMO-LUMO gap (eV) = 10.9
- structure (SMILES) = O=S1(=O)OC[C@H](CC[C@@](F)(Br)C(F)(F)Br)C[C@H]1CCF.FC(F)C(F)(F)COC(F)(F)C(F)F.FC(F)C(F)(F)COC(F)(F)C(F)F
- HOMO level (hartree) = -0.4036